DFT (ωB97M-V/def2-TZVPD) results for C42H52N3O20 as an isolated structure in a non-equilibrium geometry.

XYZ file:
```
117
Properties=species:S:1:pos:R:3:forces:R:3
C -0.9573 -1.9365 0.0010 -0.20 0.18 3.68
C 0.3017 -1.1285 -0.1640 0.00 -0.30 -1.92
O 1.0067 -1.2105 -1.1480 -0.29 -0.41 1.75
N 0.6327 -0.1175 0.8560 2.28 -1.52 0.66
H -0.2103 0.2675 1.2260 -1.45 0.54 1.16
H 1.1797 -0.6315 1.6610 -0.86 -0.43 0.44
C 1.6247 0.9365 0.6030 -2.05 2.98 -0.29
H -1.0623 -2.7215 -0.7370 0.30 0.02 0.12
H -1.8423 -1.2905 0.0560 0.26 0.33 -0.47
H -1.0533 -2.2825 1.1500 0.57 0.25 -2.56
H 1.8227 1.5265 1.5300 -0.71 -0.57 -0.42
H 1.1477 1.6895 -0.3140 1.32 -3.21 4.82
H 2.5837 0.7155 0.2210 0.62 -1.30 -0.61
N -1.9853 0.5235 3.1500 6.59 -1.70 -3.79
O -2.0563 0.5815 4.3080 -3.17 0.31 5.36
O -1.5013 1.5085 2.5280 -1.27 1.72 -1.58
O -1.7393 -0.6045 2.5950 -2.12 -0.37 -0.74
N 2.8787 -1.3355 3.3830 4.50 3.10 3.35
O 3.7157 -0.6405 2.6980 -0.47 -1.33 0.09
O 1.7397 -1.3745 3.0270 -4.23 -0.98 -2.13
O 3.1787 -1.6905 4.5610 -0.04 -0.43 -2.02
C 0.4827 3.5195 5.0860 -1.60 2.51 -0.67
C 0.9987 2.1715 4.9400 2.89 -1.62 -0.22
C 2.4587 2.1115 5.6590 -1.88 -2.38 1.35
O 0.2217 1.2185 5.6080 2.76 0.40 1.92
H 0.9697 4.1965 4.3380 0.62 -0.14 1.28
H 0.5187 3.7665 6.2040 -0.09 0.28 -1.77
H -0.5313 3.6735 4.6380 0.11 -0.67 0.95
H 1.1247 1.8115 3.8090 -0.03 1.00 2.07
H 3.1157 2.8835 5.3190 0.45 0.16 -0.61
H 2.6957 1.0085 5.3100 0.62 2.20 1.41
H 2.4717 2.3055 6.9470 -0.53 -1.00 -3.89
H -0.5143 1.1035 5.0880 -3.12 -0.67 -1.64
C 1.0967 6.4635 1.2380 -0.51 -3.05 -5.44
C 0.1217 5.2875 1.5640 3.97 3.07 -0.76
C -1.0323 5.1485 0.7580 -0.07 8.95 -3.53
O 0.8247 4.1305 1.6870 1.15 -1.82 0.02
H 1.6527 6.8025 2.0050 1.84 1.16 2.53
H 0.6037 7.1745 0.6750 -2.01 2.48 0.12
H 1.7147 6.3165 0.2610 0.06 -0.97 1.78
H -0.0703 5.6385 2.4630 -1.94 1.01 5.04
H -1.8393 5.9335 0.8860 0.86 -0.97 0.41
H -1.3493 4.2635 0.7080 -3.25 -6.66 0.16
H -0.6513 5.3335 -0.2880 -0.83 -0.02 0.75
H 0.1187 3.5445 1.4470 0.17 -1.80 0.07
C -4.1803 -2.0945 -2.1760 6.95 -5.76 -10.19
C -4.6333 -1.5165 -3.6170 3.62 0.32 -0.04
C -4.1773 -0.0385 -3.7310 -1.46 -0.52 -1.26
O -4.1023 -2.1865 -4.7740 2.02 0.20 0.82
H -4.6213 -3.0375 -1.9940 0.06 -1.33 0.10
H -4.4703 -1.5065 -1.5450 2.28 -0.17 3.05
H -2.9223 -2.0275 -2.1280 -3.52 -0.61 -0.16
H -5.6203 -1.7095 -3.8160 -2.88 0.28 0.40
H -4.8483 0.5935 -3.2110 -0.88 0.90 0.41
H -3.9803 0.3785 -4.7380 -0.96 -0.70 0.06
H -3.2603 0.1545 -3.3050 2.22 -0.21 1.52
H -3.1323 -1.9255 -4.7770 -1.42 -0.96 -0.31
C 0.6557 -3.4575 -4.2460 7.57 -3.44 3.49
C 1.6217 -4.5585 -4.5670 -8.13 4.02 -2.74
C 1.2507 -5.5295 -5.6800 1.03 -4.33 1.11
O 1.9697 -6.5985 -5.8430 -2.50 4.44 0.16
C -0.1513 -5.5025 -6.2560 -2.16 8.30 5.48
C -1.1153 -4.3975 -5.7900 3.28 -3.66 -2.49
C -0.5913 -3.3785 -4.8680 -4.81 2.72 0.14
O -1.3753 -2.3855 -4.6360 2.66 -2.29 -0.49
H 1.0107 -2.8265 -3.2250 -1.46 -1.28 -3.37
H 2.5737 -4.5575 -4.2900 3.78 -0.16 1.77
H -0.4953 -5.9545 -7.0560 -1.03 -3.07 -3.63
H -2.1683 -4.1355 -6.2150 2.09 -1.00 0.76
C 2.4757 -7.4455 0.1160 -4.18 7.26 -0.37
C 1.6817 -6.0765 0.2340 2.31 -7.86 -6.26
C 0.8497 -5.6985 -1.0680 -1.52 1.35 2.15
O 0.0937 -4.7015 -1.2130 2.55 -2.06 1.06
C 0.7187 -6.7085 -2.0980 3.72 -3.90 -0.85
C 1.5197 -7.8575 -2.2440 -0.74 2.25 3.07
C 2.5067 -8.2295 -1.1120 0.54 -2.30 -1.52
O 3.2487 -9.2495 -1.2600 -2.14 3.18 0.62
H 3.0757 -7.7025 0.9200 1.03 -0.60 1.40
H 1.7677 -5.4695 1.0260 0.19 2.08 2.88
H 0.0737 -6.4065 -2.8520 -1.37 0.21 -1.30
H 1.4627 -8.7115 -2.8930 -0.39 0.38 -0.94
C -6.3493 -0.3005 0.3110 3.39 -2.85 -5.53
C -5.0943 -0.2405 -0.5290 -6.27 3.22 6.31
C -4.1063 0.8835 -0.2740 -2.86 -0.72 0.46
O -3.0803 0.9605 -0.9000 0.37 0.25 0.31
C -4.5753 1.9095 0.7420 -6.27 -3.08 2.04
C -5.8963 1.8085 1.5070 6.58 0.54 -3.70
C -6.8033 0.6565 1.3100 3.70 0.82 -1.49
O -7.7483 0.4535 1.9710 -3.30 -0.35 2.10
H -7.1043 -1.1975 0.0370 1.81 2.24 0.85
H -4.9403 -0.9825 -1.2710 -4.75 5.57 2.97
H -3.7963 2.5365 0.9410 1.53 2.30 1.03
H -6.0283 2.5275 2.2820 -0.40 0.34 0.41
C 4.4757 4.5835 2.9450 -3.85 1.47 -5.58
C 4.0977 4.4075 1.4560 1.86 1.31 5.38
C 4.4327 3.0605 0.7540 -1.18 3.62 2.13
O 4.1567 2.8965 -0.4090 0.95 -0.50 -0.35
C 4.9537 2.0845 1.6780 1.99 -0.70 3.66
C 5.2627 2.2875 3.0630 0.27 -4.80 -5.78
C 5.1497 3.4755 3.7610 -3.09 3.59 -4.25
O 5.5607 3.7335 4.8100 2.12 0.53 5.04
H 3.9467 5.5685 3.4460 1.96 -2.67 -1.06
H 3.6597 5.3365 0.9320 0.59 -2.02 0.73
H 5.2837 1.1655 1.1880 -0.32 -0.06 0.52
H 5.7777 1.4415 3.5260 -0.37 0.25 0.11
C 1.7147 2.3875 -1.3600 7.11 -0.62 -2.64
C 2.4777 1.3075 -2.1460 -2.78 3.14 1.52
C 1.5927 0.2735 -2.9030 3.66 -0.26 -2.93
O 2.1557 -0.5305 -3.7350 -1.96 2.40 2.95
C 0.1127 0.4105 -2.9090 -0.80 3.54 1.87
C -0.4833 1.5195 -2.1920 -0.33 -5.13 -3.27
C 0.2907 2.4575 -1.3750 -5.12 3.68 0.20
O -0.3663 3.3535 -0.7060 2.96 -4.24 -3.15
H 2.3457 3.2405 -0.5990 -2.38 -2.71 -2.95
H 3.6387 1.2705 -2.1330 -2.53 -0.01 -0.12
H -0.4113 -0.3215 -3.5720 0.19 0.77 0.90
H -1.6193 1.4365 -2.2630 1.92 1.15 0.57
```
Positions in Å, forces in eV/Å.

The value obtained for the HOMO-LUMO gap is 5.09 eV. As for the total energy: -89781.011 eV. Its charge is -1. As for the molecular weight: 918.879 g/mol. The value obtained for the lowest unoccupied orbital energy is -1.30 eV. The calculation puts the energy above the lowest of the compared OMol25 structures with the same formula, charge and spin at 171.0 kcal per mole.

***

DFT (ωB97M-V/def2-TZVPD) results for one molecule with the formula C2H4INOS in a non-equilibrium geometry.

XYZ file:
```
10
Properties=species:S:1:pos:R:3:forces:R:3
C 1.8852 -1.4178 0.0998 -1.42 1.54 0.06
C -0.2739 -0.0602 -0.0734 -0.05 -1.29 1.33
N 1.1870 -0.2464 0.1378 0.08 1.80 -0.50
O 3.2137 -1.2834 0.2603 0.24 -0.87 -0.20
S 1.1155 -2.8585 -0.0539 0.64 -0.31 0.18
I 4.2863 0.3733 -0.0530 -0.24 -0.12 0.05
H -0.4056 0.8891 -0.5525 -0.07 0.52 -0.22
H -0.5673 -0.8615 -0.7582 -0.44 0.13 0.25
H -0.9387 -0.0650 0.8957 1.60 -0.26 -1.72
H 1.6966 0.6040 -0.1870 -0.36 -1.14 0.77
```
Positions in Å, forces in eV/Å.

The value obtained for the HOMO-LUMO gap is 7.04 eV. As for the total energy: -24610.883 eV. Its SMILES is CNC(=S)OI. Its charge is 0. As for the molecular weight: 217.031 g/mol. The value obtained for the lowest unoccupied orbital energy is -1.60 eV. The calculation puts the energy above the lowest of the compared OMol25 structures with the same formula, charge and spin at 24.6 kcal per mole.

***

DFT (ωB97M-V/def2-TZVPD) results for one molecule with the formula C4H6NO3 in a non-equilibrium geometry.

XYZ file:
```
14
Properties=species:S:1:pos:R:3:forces:R:3
C -1.9432 -0.3669 -0.7652 -0.41 -0.03 -0.47
N -0.5919 -0.5656 -0.7397 0.95 0.10 -0.26
C 0.0934 1.1839 0.9013 0.55 -0.68 1.06
C 0.3135 -0.1372 0.2323 -0.66 -0.19 1.49
C 1.8887 -0.5557 -0.2073 1.69 -0.48 -2.74
O 1.8399 -1.4698 -1.0159 -0.59 -0.08 0.28
O 2.7170 0.1525 0.2795 0.00 0.86 1.13
O -2.5996 0.2494 0.0306 0.01 0.10 0.32
H -2.4114 -0.8726 -1.6230 0.13 -0.02 -0.10
H -0.1114 -1.0861 -1.4626 -0.47 -0.47 -0.10
H 0.6591 1.1366 1.8265 0.41 0.23 0.04
H -0.9317 1.2440 1.2568 -0.22 0.34 -0.60
H 0.4658 2.0368 0.3412 -0.39 0.03 -0.24
H 0.6117 -0.9492 0.9455 -1.03 0.29 0.19
```
Positions in Å, forces in eV/Å.

The expectation value of S² is 0.7556. As for the multiplicity: 2. The value obtained for the HOMO-LUMO gap (alpha / beta) is 10.65 / 7.56 eV. As for the total energy: -11875.796 eV. Its charge is 0. As for the molecular weight: 116.096 g/mol. The value obtained for the lowest unoccupied orbital energy (alpha / beta) is 0.58 / -3.24 eV. The calculation puts the energy above the lowest of the compared OMol25 structures with the same formula, charge and spin at 15.7 kcal per mole.

***

DFT (ωB97M-V/def2-TZVPD) results for H26KrO13 as an isolated structure in a non-equilibrium geometry.

XYZ file:
```
40
Properties=species:S:1:pos:R:3:forces:R:3
Kr -0.0091 0.5149 -0.2098 0.24 0.16 -0.05
O -1.2807 0.9492 3.0835 -0.51 -0.76 0.43
H -1.3585 1.0156 4.0353 -0.27 0.08 0.32
H -0.6929 1.6645 2.8404 0.55 0.76 -0.56
O -2.8655 -0.3904 1.0476 -0.41 -0.41 -0.02
H -2.0823 -0.3453 0.4990 -0.07 -0.04 -0.12
H -2.6187 0.0593 1.8557 0.06 0.31 0.16
O 3.1227 0.0233 -0.9320 0.31 0.07 -0.35
H 3.1191 -0.6384 -1.6237 0.20 -0.30 -0.15
H 2.8273 -0.4445 -0.1509 0.01 -0.18 0.73
O 0.7653 -1.9030 -3.0733 0.07 0.25 -0.09
H 0.3596 -2.6591 -2.6490 -0.53 -0.26 0.41
H 1.6907 -2.1366 -3.1462 0.23 0.07 -0.20
O 0.7078 2.8495 2.4815 -0.42 -0.26 -0.02
H 1.3723 2.1682 2.5844 0.49 -0.22 -0.15
H 0.6594 3.2692 3.3404 0.07 0.45 0.21
O -1.4018 -3.2317 -1.3059 0.25 0.14 -1.20
H -1.1653 -3.2757 -0.3794 -0.07 0.15 0.96
H -1.4293 -4.1453 -1.5902 -0.21 -0.22 -0.11
O 2.7850 -1.0004 1.6859 0.37 0.10 -0.20
H 3.2568 -1.7631 2.0205 0.31 -0.13 0.00
H 1.8642 -1.1899 1.8657 -0.74 0.11 0.20
O -0.9567 4.2158 0.2687 0.14 0.36 0.59
H -0.4962 3.4873 0.6850 0.22 -0.04 0.16
H -1.3702 3.8288 -0.5030 -0.28 -0.19 -0.62
O 0.1484 -1.2939 2.6275 0.69 -0.92 -0.03
H 0.3272 -1.7590 3.4448 0.14 -0.16 0.38
H -0.5123 -0.6422 2.8619 -0.61 1.11 -0.07
O 2.1992 1.3548 -3.0957 0.08 0.21 -0.67
H 1.3089 1.0885 -3.3251 -0.41 -0.02 -0.10
H 2.4018 0.8577 -2.3032 0.02 0.24 0.54
O -0.9417 -3.4174 1.3744 -0.28 -0.89 -0.38
H -0.6425 -2.6490 1.8605 0.12 0.79 0.17
H -0.1867 -4.0058 1.3674 0.19 -0.28 0.08
O -0.9938 0.5771 -3.2396 -0.04 0.48 -0.01
H -1.2898 0.4365 -4.1390 -0.09 -0.02 -0.26
H -0.8257 -0.3027 -2.9020 0.24 -0.46 0.15
O -2.0237 3.0584 -2.0586 -0.30 0.31 0.18
H -2.0949 3.5646 -2.8678 0.01 0.21 -0.11
H -1.6773 2.2102 -2.3358 0.23 -0.63 -0.18
```
Positions in Å, forces in eV/Å.

The value obtained for the HOMO-LUMO gap is 9.57 eV. As for the total energy: -101970.173 eV. Its charge is 0. As for the molecular weight: 317.995 g/mol. The value obtained for the lowest unoccupied orbital energy is -0.48 eV. The calculation puts the energy above the lowest of the compared OMol25 structures with the same formula, charge and spin at 13.6 kcal per mole.

***

DFT (ωB97M-V/def2-TZVPD) results for an isolated ion of composition C8H11N2S and charge +1 in a non-equilibrium geometry.

XYZ file:
```
22
Properties=species:S:1:pos:R:3:forces:R:3
C -1.5604 -0.9506 -0.6871 -1.26 -0.67 -0.65
C -2.9644 -1.2536 -0.7905 0.92 0.19 -0.06
C -1.3476 0.0531 0.2011 -2.91 0.46 -0.92
C 1.1954 -1.3284 0.4214 -1.01 -2.40 0.40
C 1.8706 -0.5594 1.4896 0.52 1.15 0.60
C 1.5853 0.9992 -0.7594 1.91 -2.43 -1.99
C -0.2282 0.8350 0.5546 2.20 -1.49 -3.40
C 1.0894 0.1124 0.4177 0.98 2.05 -1.20
N -3.7119 -0.5197 -0.0565 -1.80 1.39 1.29
N 0.3965 1.8929 -0.6596 1.02 -0.53 3.69
S -2.9118 0.6044 0.7958 0.78 -0.91 -0.41
H -0.8626 -1.4768 -1.2894 0.74 -0.20 -0.19
H -3.5574 -1.9324 -1.3729 0.72 -0.71 -0.54
H 1.8456 -1.7704 -0.3744 -0.95 0.03 0.90
H 0.2164 -1.8039 0.7746 1.90 0.06 -0.90
H 1.5580 -0.4401 2.5217 -0.52 -0.51 -0.18
H 2.9186 -0.3830 1.4355 0.77 -0.18 -0.24
H 2.5788 1.5371 -0.7129 -1.29 -0.29 0.42
H 1.7132 0.4002 -1.7938 -0.92 1.36 2.25
H -0.4996 1.2293 1.4393 0.07 2.81 2.91
H 0.8088 2.6545 -0.0765 -1.35 0.21 -1.23
H -0.1327 2.1003 -1.4783 -0.53 0.61 -0.54
```
Positions in Å, forces in eV/Å.

The value obtained for the HOMO-LUMO gap is 9.23 eV. As for the total energy: -22279.735 eV. Its SMILES is c1cc([C@@H]2[NH2+]CC23CC3)sn1. Its charge is +1. As for the molecular weight: 167.257 g/mol. The value obtained for the lowest unoccupied orbital energy is -4.14 eV. The calculation puts the energy above the lowest of the compared OMol25 structures with the same formula, charge and spin at 47.0 kcal per mole.